(1)
{
  "formula": "C6H10O",
  "method": "wB97M-V/def2-TZVPD",
  "relative_energy_kj_mol": 438.33,
  "gap_ev": 9.57,
  "homo_ha": -0.323,
  "lumo_ev": 0.79,
  "species": ["C", "C", "C", "C", "O", "C", "C", "H", "H", "H", "H", "H", "H", "H", "H", "H", "H"],
  "xyz": [[-1.52440, 1.71544, -0.83443], [-0.29570, 0.79580, -0.97904], [0.26569, 0.18510, 0.29962], [1.74797, -1.26993, -0.06011], [0.59342, 1.21364, 1.16573], [-0.45565, -0.91438, 0.90882], [-0.46195, -2.08371, 1.23434], [-1.79538, 2.13005, -1.81578], [-1.32478, 2.55877, -0.16651], [-2.40243, 1.18064, -0.45499], [0.52517, 1.37377, -1.41039], [-0.53138, -0.02474, -1.66203], [1.81066, -1.35531, 1.01158], [1.00062, -1.81510, -0.61242], [2.74824, -1.51807, -0.48805], [0.69639, 0.86244, 2.06083], [-0.60267, -3.09387, 1.53665]],
  "forces_ev_per_angstrom": [[0.0, -0.1, 0.1], [0.2, -0.1, -0.1], [0.5, -0.5, -0.4], [-0.3, 0.9, -0.1], [0.3, -0.3, 0.1], [0.2, -0.6, 0.0], [-1.0, 0.5, 0.3], [0.1, -0.2, 0.2], [0.0, -0.2, -0.1], [0.2, 0.0, 0.0], [-0.1, -0.1, -0.1], [0.1, 0.1, 0.0], [-0.1, -0.6, 0.0], [0.1, -0.5, 0.4], [-0.4, 1.5, -0.2], [0.0, 0.0, -0.2], [-0.1, 0.0, 0.1]],
  "lowdin_charge": [-0.09, -0.20, -0.41, 0.04, 0.02, -0.13, 0.12, 0.07, 0.07, 0.07, 0.12, 0.11, 0.00, 0.01, 0.03, 0.11, 0.04]
}

---

(2)
{
  "formula": "C6H8N2",
  "method": "wB97M-V/def2-TZVPD",
  "charge": 2,
  "relative_energy_kj_mol": 382.14,
  "gap_ev": [8.51, 8.51],
  "homo_ha": [-0.729, -0.729],
  "lumo_ev": [-11.34, -11.34],
  "species": ["C", "C", "C", "C", "C", "C", "N", "N", "H", "H", "H", "H", "H", "H", "H", "H"],
  "xyz": [[1.41058, 0.72912, -1.61917], [2.47908, 0.81517, -2.35469], [1.37540, 0.07374, -0.34969], [-1.24948, 0.50936, -1.25630], [-2.23930, 0.09927, -0.35893], [0.77048, -0.62345, 1.86630], [0.18757, 0.26594, -1.08744], [1.67616, -0.22246, 0.81391], [-1.45757, 0.90657, -2.25831], [-2.45204, -0.87078, -0.83435], [-1.87077, -0.23180, 0.57002], [-3.04125, 0.80593, -0.45538], [-0.19199, -0.98009, 1.37788], [0.58748, 0.28878, 2.46070], [1.33488, -1.38583, 2.42076], [2.68075, -0.17949, 1.06469]],
  "forces_ev_per_angstrom": [[-0.6, -1.0, 0.5], [1.4, 0.5, -1.2], [-2.4, 1.3, -1.1], [6.1, -0.4, -0.6], [0.5, -0.5, -0.6], [-1.3, -0.3, 0.2], [-4.3, 0.9, -0.3], [2.3, -0.2, 0.4], [0.1, 0.2, 0.4], [-1.0, -0.3, -0.4], [0.0, 0.3, 1.5], [-1.0, -0.1, 0.4], [1.4, 0.1, 1.0], [0.0, -0.6, 0.1], [-0.8, 0.1, 0.1], [-0.4, 0.1, -0.1]],
  "lowdin_charge": [-0.17, 0.48, -0.09, 0.17, 0.04, 0.06, 0.17, 0.14, 0.19, 0.18, 0.08, 0.14, 0.11, 0.14, 0.13, 0.23]
}

---

(3)
{
  "formula": "CH2FNO2S",
  "method": "wB97M-V/def2-TZVPD",
  "relative_energy_kj_mol": 152.00,
  "gap_ev": 10.90,
  "homo_ha": -0.430,
  "lumo_ev": -0.80,
  "species": ["C", "N", "O", "O", "F", "S", "H", "H"],
  "xyz": [[1.35612, 0.08529, -0.16827], [0.39641, 0.80051, -0.41194], [-0.74104, -1.49360, 0.40662], [-2.10503, 0.34681, -0.87131], [-1.34720, 0.82070, 1.41976], [-1.00465, 0.04751, -0.04610], [2.27859, 0.31483, -0.51437], [1.16679, -0.92205, 0.18562]],
  "forces_ev_per_angstrom": [[0.6, -3.7, 0.6], [-2.8, 3.0, -0.9], [-1.2, 6.8, -2.1], [0.5, 0.4, -0.5], [0.9, -1.1, -2.5], [-1.3, -6.4, 5.6], [3.0, 1.3, -0.6], [0.4, -0.2, 0.5]],
  "lowdin_charge": [-0.03, -0.09, -0.37, -0.23, -0.22, 0.79, 0.07, 0.08]
}

---

(4)
{
  "formula": "CH3NO3S",
  "method": "wB97M-V/def2-TZVPD",
  "smiles": "O=NO.OC=S",
  "relative_energy_kj_mol": 355.50,
  "gap_ev": 9.19,
  "homo_ha": -0.341,
  "lumo_ev": -0.09,
  "species": ["C", "N", "O", "O", "O", "S", "H", "H", "H"],
  "xyz": [[-0.80815, 1.03196, 0.45869], [1.29065, -0.64223, -1.40476], [-1.68958, 0.23037, 0.95385], [1.94364, -1.01181, -2.35616], [1.13517, -1.62491, -0.48674], [0.15900, 2.02423, 1.40007], [-0.73103, 1.08425, -0.70217], [0.58768, -1.18323, 0.17965], [-1.88738, 0.09138, 1.95756]],
  "forces_ev_per_angstrom": [[2.3, 2.8, 0.4], [1.7, -0.4, -2.9], [-2.3, -2.4, 1.0], [-1.6, 0.8, 2.6], [0.0, -0.3, 0.2], [-0.9, -1.1, -1.2], [-0.5, -0.5, 2.2], [0.0, -0.1, 0.2], [1.4, 1.3, -2.4]],
  "lowdin_charge": [-0.81, -0.11, -0.07, 0.02, 0.02, 0.59, 0.10, 0.07, 0.18]
}

---

(5)
{
  "formula": "C3H12N4",
  "method": "wB97M-V/def2-TZVPD",
  "relative_energy_kj_mol": 698.79,
  "gap_ev": [8.70, 8.70],
  "homo_ha": [-0.284, -0.284],
  "lumo_ev": [0.96, 0.96],
  "species": ["C", "C", "C", "N", "N", "N", "N", "H", "H", "H", "H", "H", "H", "H", "H", "H", "H", "H", "H"],
  "xyz": [[0.00701, -0.63446, -1.68458], [-0.19895, 1.67571, 1.34851], [-1.95389, 0.23544, 0.44871], [0.69078, 0.06398, -0.58521], [-0.53814, 0.46527, 0.63448], [1.01941, -0.69094, 0.51458], [2.48899, -1.10922, -0.65506], [0.50323, -1.58436, 0.51947], [2.65613, -2.04364, -0.27247], [3.13787, -0.48192, -0.18147], [0.74350, -0.81966, -2.46485], [-0.43175, -1.59498, -1.38752], [-0.78499, 0.01015, -2.06873], [-0.64595, 1.68399, 2.35116], [0.88302, 1.74738, 1.46485], [-2.48281, 0.22659, 1.41096], [-0.55077, 2.56440, 0.80769], [-2.40671, 1.01819, -0.17641], [-2.13597, -0.73193, -0.02411]],
  "forces_ev_per_angstrom": [[0.0, 0.1, 0.1], [0.1, 0.2, -0.6], [0.1, 0.3, -0.7], [-4.4, 1.8, 2.5], [0.0, -0.1, -0.6], [4.6, -1.5, -2.2], [-1.1, -0.8, 1.9], [0.0, 0.1, -0.3], [0.5, 0.1, -0.1], [0.0, -0.2, 0.0], [0.0, 0.1, 0.1], [0.1, 0.0, 0.1], [0.1, 0.0, 0.0], [0.0, -0.2, -0.2], [-0.1, -0.1, -0.1], [0.3, 0.1, -0.1], [0.0, 0.1, 0.1], [-0.2, 0.0, 0.0], [0.0, 0.1, 0.0]],
  "lowdin_charge": [-0.12, -0.12, -0.13, -0.15, -0.24, -0.01, 0.00, 0.08, 0.00, 0.00, 0.07, 0.07, 0.08, 0.08, 0.07, 0.09, 0.07, 0.08, 0.07]
}

---

(6)
{
  "formula": "C31H36Br2N5O3STeV",
  "method": "wB97M-V/def2-TZVPD",
  "charge": 3,
  "multiplicity": 2,
  "relative_energy_kj_mol": 0.00,
  "gap_ev": [5.70, 6.24],
  "homo_ha": [-0.573, -0.573],
  "lumo_ev": [-9.88, -9.34],
  "species": ["V", "Br", "C", "Br", "H", "H", "N", "C", "C", "C", "C", "C", "C", "S", "O", "O", "N", "C", "N", "C", "C", "C", "N", "H", "H", "H", "H", "H", "H", "H", "H", "H", "C", "C", "O", "N", "Te", "C", "C", "C", "C", "C", "C", "C", "C", "C", "C", "C", "C", "C", "C", "C", "C", "C", "C", "H", "H", "H", "H", "H", "H", "H", "H", "H", "H", "H", "H", "H", "H", "H", "H", "H", "H", "H", "H", "H", "H", "H", "H", "H"],
  "xyz": [[0.56143, 3.07731, 0.00380], [-0.74863, 4.01377, 2.85264], [0.95202, 4.80901, 3.25734], [2.22840, 4.37204, 1.85175], [1.33289, 4.39365, 4.17998], [0.84702, 5.88383, 3.29737], [3.32229, -1.67780, -5.53395], [3.14671, -0.69710, -4.64349], [3.80398, 0.54904, -4.80439], [3.61453, 1.55325, -3.90187], [2.76661, 1.34447, -2.79346], [2.11668, 0.11473, -2.60794], [2.30896, -0.88931, -3.51198], [2.52534, 2.64806, -1.75653], [3.50580, 3.66599, -1.87417], [2.24899, 2.14586, -0.33804], [0.97070, 3.27480, -1.86990], [0.74341, 4.65625, -1.81844], [-0.01811, 4.88154, -0.73180], [-0.35061, 6.15777, -0.45077], [0.05848, 7.15818, -1.29807], [0.85941, 6.80175, -2.38940], [1.22284, 5.54259, -2.64953], [3.91129, -1.55186, -6.33947], [2.85055, -2.56062, -5.44971], [4.46478, 0.70102, -5.64802], [4.12087, 2.50226, -4.02774], [1.49384, -0.05743, -1.73682], [1.82692, -1.84918, -3.36717], [-0.95077, 6.33102, 0.43142], [-0.22019, 8.18692, -1.12355], [1.22639, 7.55855, -3.07334], [-2.46117, 1.76963, -1.64122], [-1.77848, 1.34777, -0.38821], [-2.29616, 0.31490, 0.21751], [-0.74772, 1.96767, 0.10712], [-1.38643, -0.41459, 1.87416], [-2.62781, -2.04005, 2.36339], [-3.87158, -2.36202, 1.82204], [-4.55774, -1.64387, 0.69423], [-4.52366, -3.45666, 2.38448], [-4.00402, -4.18247, 3.44701], [-4.75160, -5.33413, 4.04545], [-2.77612, -3.78943, 3.97840], [-2.06503, -2.72151, 3.46297], [-0.77414, -2.30183, 4.11999], [0.18083, -1.26886, 0.81059], [-0.05487, -2.29922, -0.11812], [-1.41415, -2.76042, -0.56962], [1.05528, -2.92641, -0.66908], [2.35742, -2.56913, -0.33203], [3.53532, -3.28216, -0.92164], [2.54836, -1.52714, 0.57406], [1.48572, -0.86255, 1.16556], [1.82330, 0.21107, 2.16960], [-2.98240, 0.92853, -2.09145], [-1.74093, 2.20365, -2.33035], [-3.19939, 2.53605, -1.38750], [-4.13575, -0.67144, 0.46789], [-5.60823, -1.49614, 0.94338], [-4.52557, -2.24463, -0.21829], [-5.48925, -3.73630, 1.97759], [-5.63262, -5.58793, 3.45956], [-5.07532, -5.08580, 5.05771], [-4.11509, -6.21702, 4.11152], [-2.36244, -4.32700, 4.82500], [-0.58583, -2.92362, 4.99409], [-0.80635, -1.27190, 4.50407], [0.09993, -2.42149, 3.47676], [-2.23243, -2.11147, -0.27396], [-1.62777, -3.75611, -0.17540], [-1.43685, -2.83127, -1.65773], [0.89255, -3.72879, -1.38160], [3.23961, -3.96429, -1.71625], [4.04640, -3.86696, -0.15390], [4.26093, -2.57110, -1.31939], [3.55943, -1.23343, 0.83799], [2.28271, -0.23209, 3.05578], [0.97951, 0.80352, 2.51804], [2.55679, 0.89807, 1.74502]],
  "forces_ev_per_angstrom": [[-0.2, -0.3, 0.0], [0.0, 0.0, -0.1], [0.0, 0.0, -0.1], [-0.1, -0.1, 0.0], [0.0, 0.0, 0.0], [0.0, 0.1, 0.0], [0.0, 0.0, 0.0], [0.0, 0.1, 0.0], [0.0, -0.1, 0.0], [0.0, 0.1, 0.0], [0.1, 0.2, 0.0], [-0.1, -0.1, 0.1], [0.0, -0.1, -0.1], [-0.1, 0.0, -0.2], [0.0, 0.0, 0.0], [0.1, -0.2, 0.1], [0.1, -0.1, 0.2], [0.1, 0.1, -0.3], [0.1, 0.3, 0.2], [0.0, 0.0, -0.1], [0.0, 0.0, 0.0], [0.0, 0.0, 0.0], [-0.1, 0.1, 0.0], [0.0, 0.0, 0.0], [0.0, 0.0, 0.0], [0.0, 0.0, 0.0], [0.0, 0.0, 0.0], [0.0, 0.0, 0.0], [0.0, 0.0, 0.0], [0.0, 0.0, 0.0], [0.0, 0.0, 0.0], [0.0, 0.0, 0.0], [0.0, 0.0, 0.1], [-0.1, -0.1, 0.1], [0.1, 0.2, -0.2], [0.2, 0.1, 0.0], [0.1, -0.1, 0.1], [0.0, 0.0, 0.1], [0.0, 0.0, 0.0], [-0.1, 0.0, 0.0], [0.0, 0.0, 0.0], [0.0, 0.0, 0.0], [0.0, 0.0, 0.0], [0.1, 0.0, 0.0], [-0.2, 0.1, 0.0], [0.0, 0.0, 0.1], [0.1, -0.1, 0.1], [0.0, 0.0, 0.0], [0.0, -0.1, 0.0], [0.0, 0.0, 0.0], [0.0, 0.0, 0.0], [0.0, 0.0, 0.0], [0.0, 0.0, 0.0], [0.0, 0.0, 0.0], [0.2, 0.0, 0.1], [0.0, 0.0, 0.0], [0.0, 0.0, 0.0], [0.0, 0.0, 0.0], [-0.1, -0.1, 0.1], [0.0, 0.0, 0.0], [0.0, 0.0, 0.0], [0.0, 0.0, 0.0], [0.0, 0.0, 0.0], [0.0, 0.0, 0.0], [0.0, 0.0, 0.0], [0.0, 0.0, 0.0], [0.0, 0.0, 0.0], [0.0, 0.0, -0.1], [0.1, 0.0, -0.1], [0.1, 0.0, 0.0], [0.0, 0.0, 0.0], [0.0, 0.0, 0.0], [0.0, 0.0, 0.0], [0.0, 0.0, 0.0], [0.0, 0.0, 0.0], [0.0, 0.0, 0.0], [0.0, 0.0, 0.0], [0.0, 0.0, 0.0], [-0.2, 0.1, 0.0], [0.0, -0.1, 0.0]],
  "mulliken_spin": [1.16, 0.01, 0.00, 0.00, 0.00, 0.00, 0.00, 0.00, 0.00, 0.00, 0.00, 0.00, 0.00, 0.00, 0.00, 0.00, -0.05, 0.00, -0.02, 0.01, 0.00, 0.00, 0.00, 0.00, 0.00, 0.00, 0.00, 0.00, 0.00, 0.00, 0.00, 0.00, -0.01, 0.01, 0.00, -0.11, 0.00, 0.00, 0.00, 0.00, 0.00, 0.00, 0.00, 0.00, 0.00, 0.00, -0.01, 0.00, 0.00, 0.00, 0.00, 0.00, 0.00, 0.00, 0.01, 0.00, 0.00, 0.00, 0.00, 0.00, 0.00, 0.00, 0.00, 0.00, 0.00, 0.00, 0.00, 0.00, 0.00, 0.00, 0.00, 0.00, 0.00, 0.00, 0.00, 0.00, 0.00, 0.00, 0.00, 0.00]
}